{"formula": "C38H29BrFN9O4W", "method": "wB97M-V/def2-TZVPD", "multiplicity": 3, "s2": 2.013, "charge": 2, "homo_ha": [-0.4364, -0.4788], "energy_ev": -136057.3511, "elements": ["H", "H", "H", "C", "O", "O", "H", "C", "C", "N", "H", "C", "C", "H", "H", "C", "H", "H", "O", "O", "N", "C", "H", "C", "H", "C", "C", "C", "C", "H", "C", "C", "H", "F", "N", "C", "N", "H", "C", "C", "C", "C", "H", "C", "H", "C", "H", "H", "H", "C", "C", "Br", "H", "H", "H", "W", "C", "C", "C", "C", "C", "H", "C", "C", "H", "N", "H", "N", "C", "C", "H", "N", "N", "H", "H", "C", "N", "C", "C", "H", "C", "C", "C"], "coordinates": [[-0.650, -0.231, -2.776], [3.441, -1.844, -2.322], [4.777, -3.130, -3.283], [2.205, -6.320, -1.051], [3.025, 0.521, -2.192], [1.297, 1.087, -0.925], [-1.158, -2.732, 1.157], [0.248, -5.724, 0.392], [2.094, 0.214, -1.491], [2.475, -3.483, -1.509], [4.523, 2.031, 1.862], [-0.483, -3.453, 0.719], [-0.871, 3.910, -1.249], [2.383, 0.671, 5.930], [4.507, -4.724, -3.955], [1.791, -1.216, -1.166], [-1.361, 4.477, -3.837], [1.683, -7.263, -1.208], [-2.188, 0.910, -0.339], [-0.137, -0.782, 0.143], [-0.721, 1.701, -2.096], [-2.564, 0.761, 2.369], [-6.629, 0.739, -0.993], [-4.500, 0.815, -0.806], [-2.838, 0.620, 3.406], [0.707, -1.606, -0.363], [-1.210, 3.421, -3.673], [-3.425, 0.838, 0.079], [-0.991, 6.022, -0.467], [-0.631, 2.994, 2.564], [3.439, -4.438, -2.131], [3.530, 1.762, 2.192], [-1.704, 0.335, 4.808], [-1.611, -5.222, 1.734], [-0.669, 3.367, -0.001], [3.291, 1.343, 3.473], [1.227, 1.480, 1.562], [-1.498, 2.786, -5.702], [4.022, -3.900, -3.434], [0.303, 0.475, 5.482], [1.968, 1.039, 3.848], [1.278, -5.316, -0.426], [0.104, -6.776, 0.606], [-0.621, -4.792, 0.954], [-4.307, 0.856, -1.870], [-1.290, 2.486, -4.684], [3.036, -6.523, -0.370], [-1.203, 7.645, -1.651], [0.015, 0.252, 6.500], [2.476, 1.850, 1.286], [-5.787, 0.745, -0.316], [-7.796, 0.590, 1.699], [3.453, -6.466, -2.803], [-1.077, 7.974, 0.056], [-1.164, 0.382, -5.138], [-0.381, 1.207, 0.094], [-3.649, 0.769, 1.469], [2.741, -5.771, -2.363], [-4.973, 0.679, 1.950], [0.966, 1.095, 2.853], [-6.017, 0.680, 1.065], [4.245, -4.587, -1.408], [-1.096, 1.144, -4.375], [0.557, -3.013, -0.109], [2.655, 2.240, 0.295], [-1.021, 5.175, -1.511], [-0.654, 4.672, 2.958], [-0.565, 3.945, 2.268], [1.613, 0.711, 5.171], [1.447, -3.943, -0.690], [3.236, -3.512, -4.083], [-1.108, 7.319, -0.705], [-0.865, 5.614, 0.796], [4.084, 1.262, 4.205], [-5.159, 0.610, 3.014], [2.621, -2.179, -1.704], [-1.289, 0.910, 2.083], [-0.379, 0.808, 3.177], [-0.714, 4.323, 0.991], [1.924, -5.630, -3.078], [-0.930, 2.987, -2.381], [-0.689, 0.526, 4.494], [-0.812, 0.799, -3.072]]}

---

{"formula": "C38H29BrO8", "method": "wB97M-V/def2-TZVPD", "smiles": "C=CCc1cc2c(cc1C[C@H](C)Br)C(=O)c1ccccc1C2=O.O=C1C=CC(=O)C=C1.O=C1C=CC(=O)C=C1.O=C1C=CC(=O)C=C1", "homo_ha": -0.3182, "energy_ev": -126293.7990, "elements": ["C", "C", "H", "C", "H", "O", "C", "C", "H", "H", "C", "C", "C", "O", "C", "H", "C", "H", "H", "C", "C", "H", "H", "C", "C", "H", "Br", "C", "H", "O", "C", "C", "C", "C", "H", "H", "O", "H", "C", "C", "C", "C", "C", "O", "C", "H", "C", "H", "C", "O", "H", "H", "H", "C", "C", "H", "C", "C", "H", "O", "H", "O", "C", "C", "C", "C", "H", "H", "C", "H", "H", "H", "C", "H", "H", "C"], "coordinates": [[-1.821, 1.373, 0.722], [0.399, 0.309, 0.132], [2.576, -2.449, 1.377], [-0.305, -1.036, 0.284], [-3.871, 3.087, 2.791], [1.663, -1.044, -4.795], [-0.782, 0.694, -2.906], [3.718, 4.044, 0.358], [-4.597, 2.367, 1.312], [-6.652, -0.173, 6.751], [-1.748, -1.433, -3.904], [-7.009, -0.731, 2.861], [4.171, -3.740, -3.068], [4.360, 1.143, -1.504], [-8.104, -0.740, 3.617], [2.142, -7.090, -2.579], [2.745, -6.195, -2.674], [5.933, 5.764, 2.228], [6.341, 1.897, 0.409], [0.394, 0.425, -3.465], [3.006, -3.886, -3.694], [1.204, -2.208, 2.565], [0.621, -2.997, -0.241], [-2.488, 2.675, 1.155], [-6.685, -0.320, 5.679], [-2.607, -2.082, -4.017], [-3.048, 3.649, -0.453], [4.256, 5.076, 1.108], [4.771, -2.844, -3.163], [1.139, -5.256, -4.117], [1.618, 2.777, -0.105], [1.743, 0.379, -0.222], [-0.349, 1.485, 0.342], [-8.030, -0.535, 5.085], [-2.348, 0.949, -0.134], [2.590, -3.118, -4.335], [-4.669, -0.511, 2.766], [-9.093, -0.895, 3.204], [4.457, 2.878, 0.117], [0.269, 2.728, 0.218], [0.591, -0.793, -4.286], [-1.945, -0.214, -3.081], [-5.591, -0.312, 4.923], [-3.009, 0.037, -2.557], [3.795, 1.790, -0.663], [-0.995, -1.009, 1.131], [5.542, 4.958, 1.625], [-0.402, -2.588, -5.063], [-0.571, -1.703, -4.463], [-9.026, -0.541, 5.773], [2.310, -0.517, -0.416], [3.658, 5.957, 1.297], [-1.867, 0.713, 1.586], [6.290, 3.816, 1.358], [1.514, -2.278, 1.525], [-4.602, -0.157, 5.335], [2.335, 4.083, -0.208], [2.202, -5.124, -3.546], [-7.041, -0.878, 1.789], [1.862, 5.057, -0.729], [4.325, -6.818, -1.408], [5.775, -4.680, -1.622], [-5.667, -0.518, 3.456], [2.350, 1.618, -0.328], [4.715, -4.810, -2.196], [0.645, -2.191, 0.493], [-0.949, 1.578, -2.300], [1.255, 1.072, -3.348], [3.910, -6.050, -2.049], [-3.640, 1.388, 2.465], [-0.238, 3.671, 0.352], [-1.840, 3.328, 1.728], [-3.751, 2.360, 1.990], [7.297, 3.747, 1.745], [-0.894, -1.187, -0.624], [5.748, 2.779, 0.609]]}

---

{"formula": "C38H29Cl4FN2O2PSiW", "method": "wB97M-V/def2-TZVPD", "charge": 1, "homo_ha": -0.4025, "energy_ev": -118747.3968, "elements": ["C", "C", "H", "F", "C", "H", "H", "C", "O", "C", "C", "C", "H", "H", "H", "C", "H", "C", "H", "C", "Cl", "H", "W", "H", "H", "Si", "H", "C", "H", "H", "C", "H", "C", "H", "H", "C", "H", "C", "C", "C", "C", "Cl", "C", "C", "C", "H", "Cl", "N", "C", "H", "C", "H", "C", "C", "C", "H", "C", "H", "C", "C", "H", "H", "C", "H", "H", "H", "C", "C", "C", "C", "C", "C", "C", "H", "Cl", "O", "C", "P", "N"], "coordinates": [[-0.635, 0.279, -3.592], [4.692, 2.105, -1.698], [3.490, -4.376, -2.306], [0.936, -0.799, 3.310], [2.831, -2.089, -4.720], [3.885, -3.960, -4.717], [-1.723, -1.479, -1.474], [2.132, -1.159, -3.967], [-1.170, 0.589, -0.284], [-1.290, -1.372, 3.232], [-0.193, -0.931, 5.361], [0.259, 0.928, -2.740], [-4.751, -1.961, 1.153], [-3.314, -4.522, 0.724], [-2.938, -4.115, 2.406], [1.757, 1.118, 1.217], [-0.735, -0.801, -3.559], [-2.537, -1.491, 5.293], [-0.283, 4.125, -3.714], [-3.934, -1.387, 0.701], [-5.138, 3.831, -0.496], [2.983, -1.913, -5.777], [0.120, -0.229, 0.860], [-1.442, -1.084, 7.099], [3.533, 0.912, -3.057], [-2.325, -2.311, 0.823], [-1.843, -3.232, -1.400], [3.946, 2.763, 1.873], [4.799, 3.385, 2.122], [1.046, 2.825, -2.092], [-1.367, 1.011, -4.512], [-2.048, 0.505, -5.187], [3.112, -3.474, -2.775], [5.437, 2.351, -2.444], [-3.388, -1.846, 3.356], [1.513, -1.871, 0.955], [-3.475, -1.662, 5.805], [3.330, -3.242, -4.125], [0.367, 2.315, -2.766], [-3.571, 3.305, 1.649], [-2.487, -1.598, 3.912], [-4.517, 4.447, 2.507], [2.731, 1.435, 0.215], [2.644, 0.972, -1.119], [-2.054, 1.476, 0.264], [-0.396, -2.476, -0.807], [-2.136, 2.927, 3.950], [2.192, -2.777, 1.161], [-3.850, 3.029, 0.301], [-4.186, -1.226, -0.355], [1.931, -1.379, -2.602], [-3.902, -0.409, 1.191], [3.830, 2.260, 0.556], [-2.524, 2.657, 2.302], [-0.377, 3.045, -3.683], [1.751, -0.268, -4.446], [-1.482, -2.346, -0.863], [1.157, 1.502, 3.224], [-1.233, 2.394, -4.561], [-2.570, -4.052, 1.378], [5.635, 3.205, -0.137], [3.064, 2.884, 3.810], [4.798, 2.577, -0.424], [2.251, -2.746, -0.971], [-1.804, 2.966, -5.283], [-1.641, -4.625, 1.316], [1.899, 1.670, 2.468], [-1.771, 1.753, 1.585], [2.412, -2.550, -2.014], [-3.088, 2.095, -0.400], [2.994, 2.482, 2.806], [3.603, 1.288, -2.045], [-0.194, -1.037, 4.000], [0.719, -0.679, 5.888], [-3.447, 1.648, -2.010], [-0.719, 1.091, 2.064], [-1.398, -1.164, 6.020], [1.224, -0.050, -1.577], [-1.127, -1.465, 1.843]]}

---

{"formula": "C38H29F7N8OSeTa", "method": "wB97M-V/def2-TZVPD", "charge": 1, "homo_ha": -0.3858, "energy_ev": -139759.3380, "elements": ["N", "C", "C", "H", "C", "C", "C", "H", "C", "N", "C", "C", "C", "F", "C", "H", "C", "C", "F", "C", "C", "F", "H", "Se", "C", "H", "H", "N", "C", "H", "C", "H", "C", "H", "H", "H", "C", "C", "F", "C", "C", "C", "H", "C", "Ta", "H", "C", "C", "H", "C", "H", "N", "N", "H", "C", "F", "C", "C", "H", "H", "C", "H", "H", "H", "H", "C", "N", "H", "C", "C", "F", "H", "O", "C", "H", "H", "H", "H", "C", "H", "N", "N", "F", "C", "C"], "coordinates": [[-0.375, -1.499, 2.772], [-0.021, 4.075, -1.986], [-3.373, -3.142, 0.483], [2.488, 1.218, -2.213], [3.861, 3.360, 0.671], [3.403, -3.353, 0.183], [-4.391, 1.421, 1.158], [-4.859, 0.632, 0.590], [-1.328, -1.201, 3.652], [1.560, -2.089, 1.228], [2.967, -0.958, -0.198], [2.718, 1.398, -0.105], [-2.909, -4.366, 0.045], [1.575, 0.345, 2.999], [3.453, 3.067, -1.675], [-2.755, -2.279, -3.613], [-0.051, 2.684, -2.059], [3.259, 2.138, 0.936], [1.164, 2.299, -5.462], [2.658, -2.195, 0.379], [-0.900, -3.163, 4.946], [-0.386, 4.698, -0.867], [-1.174, -5.446, -0.606], [-0.757, 1.808, -0.513], [0.426, 1.019, 2.496], [5.088, -4.173, -0.847], [-1.108, -3.809, 5.787], [0.093, -2.269, -3.263], [2.843, 1.852, -1.410], [-3.585, -5.200, -0.082], [0.772, 2.891, -4.333], [-2.049, -0.913, -4.521], [-5.106, 2.554, 1.498], [-2.676, 4.252, 3.129], [3.203, 1.762, 1.947], [-5.058, 4.462, 2.487], [-1.109, -2.185, 0.385], [-3.056, 1.300, 1.537], [1.201, 5.012, -5.248], [4.834, -2.067, -1.234], [-1.627, -2.005, 4.743], [-4.498, 3.575, 2.222], [4.422, 4.787, -0.831], [-2.441, 2.328, 2.235], [0.183, -0.343, 0.702], [4.421, 0.015, -1.459], [-3.168, 3.458, 2.584], [0.397, 4.863, -3.043], [5.704, -2.010, -1.875], [-2.497, -1.220, -3.573], [-6.138, 2.644, 1.191], [-2.310, 0.103, 1.192], [-3.060, -0.883, 1.049], [-4.419, -2.972, 0.703], [0.117, -3.467, 4.055], [0.808, 2.314, 2.339], [0.797, 4.269, -4.227], [0.344, -2.612, 2.995], [-1.851, -0.200, -1.806], [3.108, -4.269, 0.676], [-0.374, -1.405, -2.342], [1.071, -2.497, -3.207], [-0.272, 1.013, 3.337], [4.269, 3.939, 1.489], [3.547, 3.411, -2.698], [-2.477, -2.084, 0.644], [2.128, 0.106, 0.144], [0.354, -3.586, -0.353], [-1.556, -4.500, -0.243], [-0.683, -3.430, -0.080], [0.418, 6.186, -2.926], [-1.886, -0.293, 3.484], [0.375, -1.088, -1.379], [4.100, -0.913, -1.014], [0.747, -4.338, 4.160], [-2.418, -1.707, 5.415], [-0.366, -2.380, -4.151], [-3.412, -0.651, -3.438], [3.951, 3.834, -0.630], [-1.394, 2.295, 2.488], [1.417, -2.915, 2.143], [-1.618, -0.943, -2.454], [0.401, 0.795, -3.421], [4.495, -3.291, -0.653], [0.351, 2.126, -3.260]]}

---

{"formula": "C38H29IN3O5PSTi", "method": "wB97M-V/def2-TZVPD", "multiplicity": 3, "s2": 2.020, "homo_ha": [-0.2418, -0.3206], "energy_ev": -105928.2583, "elements": ["H", "C", "O", "H", "O", "C", "H", "C", "C", "H", "C", "C", "C", "C", "C", "O", "H", "H", "C", "H", "H", "C", "H", "C", "C", "S", "C", "H", "O", "H", "C", "C", "H", "C", "C", "C", "C", "C", "C", "H", "H", "N", "C", "C", "C", "H", "H", "H", "C", "C", "C", "H", "C", "H", "H", "H", "C", "H", "C", "Ti", "N", "C", "C", "H", "C", "H", "H", "H", "N", "H", "C", "H", "C", "C", "C", "P", "I", "O", "H"], "coordinates": [[-1.228, -2.644, 1.233], [-2.567, 2.997, 3.609], [0.658, -3.911, -0.111], [-1.839, 4.632, -1.047], [6.001, -4.693, 1.110], [4.421, -0.362, -0.293], [-4.344, 1.063, 5.761], [-3.565, -2.427, -2.295], [2.350, 1.653, -0.040], [5.045, -4.804, 1.153], [6.316, -3.436, 0.724], [-4.566, -2.038, 1.057], [-0.778, -0.312, 3.147], [-2.291, -2.744, 1.413], [-5.385, 2.205, -1.329], [7.459, -3.154, 0.492], [-2.535, 4.006, 3.220], [-4.291, -3.768, -3.799], [-4.487, 1.149, -1.423], [-5.281, -1.370, 0.590], [-4.292, 0.696, -2.386], [3.168, -0.551, 0.298], [-0.916, 2.316, 2.426], [-2.076, -0.700, -3.063], [-1.021, 2.695, -0.743], [0.545, -3.076, -1.306], [-2.734, -3.735, 2.277], [-4.091, -2.926, -1.491], [-0.591, -1.352, 3.730], [-5.881, 2.568, -2.220], [-1.697, 0.752, 3.669], [1.273, 2.506, -0.329], [-1.426, 0.143, -2.853], [-0.946, 4.059, -0.843], [-2.766, -1.322, -2.023], [-1.654, 2.051, 3.172], [-2.653, 0.405, 4.615], [-3.000, -2.268, -4.628], [-5.021, 2.311, 1.044], [6.391, -1.165, -0.581], [-2.012, -4.380, 2.758], [2.111, 0.350, 0.128], [-3.676, -2.901, -3.595], [-4.119, 1.263, 0.952], [-5.651, 2.788, -0.099], [-3.634, 0.896, 1.848], [1.985, -1.856, 1.529], [2.380, 4.352, -0.248], [-3.844, 0.673, -0.284], [5.419, -1.301, -0.125], [-2.202, -1.163, -4.362], [-6.064, -3.133, 2.122], [1.404, 3.911, -0.403], [3.727, -3.516, 1.811], [-4.436, -4.643, 3.210], [-1.663, -0.675, -5.163], [-5.006, -3.026, 1.921], [-5.228, 2.757, 2.008], [-3.584, 1.338, 5.043], [0.088, -0.129, 0.154], [0.044, 1.907, -0.491], [0.307, 4.681, -0.661], [5.192, -2.460, 0.611], [-6.352, 3.610, -0.027], [2.946, -1.704, 1.052], [-2.667, -0.610, 4.992], [-3.089, -2.641, -5.640], [0.394, 5.758, -0.721], [0.328, -1.618, -1.115], [-1.972, 2.191, -0.856], [3.943, -2.647, 1.200], [4.597, 0.505, -0.917], [-4.089, -3.876, 2.530], [-3.534, 2.628, 4.532], [-3.202, -1.893, 0.793], [-2.567, -0.634, -0.353], [-4.963, 4.031, 5.136], [-0.217, 0.003, 1.995], [3.347, 2.063, 0.078]]}

---

{"formula": "C38H30IrN6S2", "method": "wB97M-V/def2-TZVPD", "charge": 3, "homo_ha": -0.5353, "energy_ev": -73321.8100, "elements": ["H", "H", "N", "N", "H", "C", "C", "C", "C", "H", "H", "C", "C", "H", "C", "C", "C", "C", "H", "C", "C", "H", "C", "H", "C", "H", "C", "N", "C", "Ir", "C", "C", "C", "C", "C", "C", "C", "H", "C", "C", "H", "C", "C", "N", "H", "C", "H", "H", "H", "C", "C", "C", "H", "C", "N", "H", "H", "H", "H", "H", "S", "H", "C", "C", "H", "H", "N", "H", "H", "S", "H", "C", "C", "C", "C", "H", "H"], "coordinates": [[3.241, 1.835, -0.888], [3.472, -0.140, -1.599], [2.118, 0.284, -0.002], [-0.365, -2.295, 0.003], [-1.679, 3.036, 0.009], [-7.375, 2.778, -0.003], [-6.384, 3.748, -0.003], [1.964, 4.067, 0.014], [-3.423, -4.414, 0.001], [-8.422, 3.027, -0.002], [1.587, -2.884, 0.008], [0.557, -3.213, 0.004], [-0.718, 0.331, 2.941], [-1.724, 0.528, -2.608], [1.845, -0.181, -3.680], [1.006, 5.063, 0.020], [-5.017, -1.054, 0.000], [-4.061, -2.055, 0.000], [-2.872, 1.573, -0.013], [-0.402, 0.348, 4.286], [3.791, -6.366, -0.003], [-1.112, 5.437, 0.021], [2.616, 1.665, -0.006], [-1.726, 0.525, 2.605], [-0.333, 4.695, 0.018], [2.496, -1.490, 1.073], [2.471, -0.418, -1.249], [0.182, 0.070, -1.992], [2.471, -0.412, 1.248], [-0.080, 0.053, -0.001], [-4.381, -3.454, 0.001], [0.342, -4.608, 0.002], [-0.716, 0.329, -2.943], [-2.029, -4.085, 0.001], [-1.021, -5.034, 0.000], [-1.686, -2.688, 0.001], [-0.400, 0.340, -4.288], [3.015, 4.304, 0.016], [-4.599, 0.315, -0.004], [-2.667, -1.704, 0.000], [1.189, 0.041, -5.707], [2.826, -7.360, -0.003], [0.905, 0.062, -4.668], [-2.274, -0.373, -0.004], [2.871, -0.375, 3.935], [-5.479, 1.428, -0.003], [2.871, -0.393, -3.936], [-1.162, 0.560, 5.018], [-6.513, 4.815, -0.003], [-6.874, 1.483, -0.002], [1.557, 2.737, 0.006], [0.904, 0.076, 4.666], [-3.701, -5.457, 0.000], [1.529, -6.866, -0.002], [0.274, 2.390, 0.004], [-5.422, -3.737, 0.001], [-7.504, 0.611, -0.002], [3.076, -8.404, -0.004], [1.302, 6.099, 0.025], [4.858, -6.488, -0.004], [3.117, -4.811, -0.001], [-1.261, -6.086, -0.002], [1.462, -0.148, 2.345], [1.462, -0.156, -2.347], [1.189, 0.060, 5.705], [3.472, -0.131, 1.598], [0.181, 0.072, 1.990], [0.660, -7.496, -0.002], [-6.067, -1.301, 0.002], [-4.827, 3.088, -0.004], [-1.159, 0.552, -5.022], [1.465, -5.471, 0.000], [-0.648, 3.352, 0.010], [1.845, -0.168, 3.678], [-3.209, 0.547, -0.007], [2.494, -1.495, -1.070], [3.261, 1.834, 0.862]]}